11 unconnected molecules or ions with the total composition C81H171BF10N7O8S2 at a distorted geometry, computed with the ωB97M-V functional and the def2-TZVPD basis.

The HOMO-LUMO gap is 8.11 eV. Its energy relative to the best compared isomer or geometry (same formula, charge and spin) is 47.6 kJ/mol. For the HOMO energy, the calculation gives -13.1 eV. Its net charge is +3. As for the multiplicity: 1.

```
280
Properties=species:S:1:pos:R:3:mulliken_charge:R:1
C 31.444 20.389 22.534 -1.18
C 30.576 21.408 23.251 -0.37
C 29.559 20.581 24.038 0.10
C 28.425 21.365 24.550 -1.12
N 27.352 20.448 25.069 0.80
C 26.799 19.619 23.922 1.39
C 25.438 19.201 24.390 0.36
C 24.975 20.268 25.410 0.13
C 26.108 21.244 25.517 -1.58
C 27.881 19.355 26.049 -0.48
C 28.584 19.830 27.309 -0.94
C 28.813 18.551 28.219 -1.26
H 31.687 19.512 23.174 0.29
H 32.368 20.837 22.106 0.43
H 30.916 20.046 21.618 0.20
H 30.104 22.078 22.469 0.28
H 31.196 22.002 23.922 0.37
H 30.044 19.977 24.782 0.32
H 29.154 19.895 23.288 -0.08
H 27.983 21.974 23.778 0.38
H 28.703 22.029 25.399 0.55
H 27.425 18.743 23.782 -0.72
H 26.785 20.249 23.036 0.06
H 25.402 18.220 24.849 -0.37
H 24.756 19.214 23.525 -0.70
H 24.856 19.890 26.412 0.44
H 24.037 20.745 25.126 0.11
H 26.257 21.564 26.529 0.37
H 25.960 22.096 24.883 0.53
H 28.539 18.851 25.338 0.35
H 26.995 18.736 26.167 0.38
H 28.040 20.620 27.792 0.38
H 29.564 20.243 27.160 0.31
H 29.605 18.668 28.943 0.43
H 29.089 17.690 27.593 0.34
H 27.882 18.218 28.738 0.28
C 21.723 22.333 15.419 -0.68
C 22.662 23.401 15.932 -0.67
C 22.171 24.152 17.227 -0.47
C 22.079 23.097 18.345 -0.60
N 21.934 23.551 19.732 0.39
C 23.138 24.230 20.260 -0.64
C 23.156 24.048 21.761 -0.66
C 22.137 22.878 21.999 -0.59
C 21.866 22.328 20.627 0.40
C 20.717 24.462 19.992 -1.15
C 19.390 23.933 19.487 0.76
C 18.189 24.866 19.709 -1.56
H 21.452 21.571 16.151 -0.14
H 22.250 21.773 14.613 0.40
H 20.852 22.881 15.020 0.32
H 22.754 24.211 15.190 0.47
H 23.679 22.980 16.069 0.26
H 21.183 24.572 16.942 0.27
H 22.901 24.937 17.353 0.35
H 23.022 22.539 18.441 0.25
H 21.370 22.350 18.119 0.31
H 23.138 25.280 19.936 0.60
H 23.939 23.645 19.807 0.07
H 22.762 24.916 22.269 0.51
H 24.164 23.771 22.093 0.13
H 21.240 23.289 22.516 0.48
H 22.460 22.082 22.672 0.07
H 20.870 21.939 20.560 0.02
H 22.651 21.650 20.300 0.13
H 20.973 25.363 19.492 0.45
H 20.687 24.784 21.028 0.77
H 19.150 22.955 19.902 -0.17
H 19.600 23.797 18.415 0.03
H 17.241 24.324 19.572 0.39
H 18.108 25.767 19.087 0.37
H 18.133 25.305 20.740 0.33
C 20.113 15.929 16.022 -1.02
C 21.488 15.980 16.646 -0.59
C 21.687 17.210 17.591 1.46
C 23.172 17.227 17.949 -2.68
N 23.670 18.252 18.784 1.60
C 23.672 19.533 17.924 0.10
C 25.054 19.535 17.174 -1.03
C 25.827 18.310 17.740 -1.16
C 25.136 18.051 19.040 -0.10
C 22.926 18.412 20.114 -0.07
C 22.840 17.145 20.973 0.94
C 22.133 17.351 22.314 -0.34
H 19.374 15.519 16.690 0.12
H 20.119 15.345 15.122 0.48
H 19.695 16.919 15.760 -0.01
H 22.220 15.950 15.820 0.56
H 21.616 15.047 17.143 -0.06
H 21.116 17.131 18.512 -0.32
H 21.415 18.202 17.188 0.18
H 23.769 17.316 17.038 1.20
H 23.465 16.239 18.286 0.10
H 23.588 20.337 18.622 -0.47
H 22.784 19.524 17.281 0.33
H 25.521 20.528 17.392 0.40
H 24.978 19.445 16.106 0.56
H 26.798 18.620 18.065 0.62
H 25.888 17.479 17.037 0.33
H 25.433 18.782 19.792 -0.29
H 25.281 17.071 19.462 0.48
H 21.885 18.626 19.849 -0.55
H 23.325 19.321 20.568 0.86
H 23.810 16.681 21.163 0.12
H 22.314 16.399 20.412 -0.67
H 22.012 16.374 22.783 -0.19
H 21.163 17.796 22.384 0.49
H 22.756 17.952 23.009 -0.50
C 12.122 16.838 16.344 -1.16
C 12.544 16.080 15.112 -0.49
C 13.662 16.899 14.375 -0.55
C 14.846 17.035 15.246 -1.43
N 15.898 17.910 14.656 0.78
C 17.069 17.832 15.529 -0.54
C 17.860 19.110 15.316 -0.23
C 16.688 20.149 15.151 -0.92
C 15.417 19.337 14.735 -0.62
C 16.323 17.581 13.228 -1.55
C 16.725 16.196 12.808 0.05
C 17.027 16.236 11.290 -1.36
H 11.857 17.853 16.072 0.30
H 12.812 16.879 17.193 0.24
H 11.213 16.501 16.810 0.45
H 11.665 15.955 14.470 0.36
H 12.862 15.068 15.432 0.29
H 13.270 17.868 14.092 0.41
H 13.974 16.319 13.485 0.31
H 15.325 16.097 15.428 0.54
H 14.653 17.578 16.145 0.68
H 17.539 16.914 15.295 0.72
H 16.697 17.821 16.561 0.19
H 18.429 19.057 14.395 0.45
H 18.528 19.373 16.176 -0.39
H 16.813 20.932 14.412 0.36
H 16.629 20.580 16.156 0.41
H 15.063 19.681 13.752 0.39
H 14.567 19.459 15.401 0.40
H 17.014 18.351 12.975 0.86
H 15.464 17.870 12.624 0.58
H 15.944 15.512 13.210 0.36
H 17.652 15.952 13.351 0.02
H 17.465 15.262 11.178 0.43
H 17.781 17.014 11.078 0.33
H 16.143 16.451 10.716 0.36
C 21.057 19.856 24.642 -0.76
C 20.298 20.763 25.622 -1.27
C 20.758 20.461 27.087 0.52
C 19.980 21.279 28.049 -1.55
N 20.355 20.847 29.445 0.70
C 19.786 19.421 29.744 -0.48
C 18.681 19.572 30.783 -0.79
C 18.960 20.950 31.519 -0.61
C 19.628 21.791 30.474 -0.60
C 21.838 20.798 29.628 -1.54
C 22.551 22.136 29.583 -0.32
C 24.053 21.852 29.607 -1.02
H 22.105 19.742 24.788 -0.05
H 20.931 20.197 23.630 0.51
H 20.525 18.915 24.671 0.35
H 19.225 20.642 25.506 0.53
H 20.480 21.819 25.430 0.38
H 21.835 20.790 27.134 -0.22
H 20.720 19.402 27.292 0.50
H 18.919 21.113 28.050 0.65
H 20.159 22.346 27.971 0.44
H 20.639 18.880 30.059 0.36
H 19.413 18.985 28.805 0.28
H 18.599 18.760 31.477 0.41
H 17.742 19.659 30.249 0.35
H 19.604 20.825 32.421 0.33
H 17.992 21.328 31.884 0.36
H 20.273 22.503 30.897 0.31
H 18.837 22.277 29.939 0.42
H 22.304 20.062 28.954 0.60
H 22.030 20.346 30.586 0.77
H 22.188 22.759 30.376 0.41
H 22.351 22.664 28.664 0.31
H 24.562 22.831 29.611 0.43
H 24.284 21.280 28.695 -0.02
H 24.257 21.275 30.494 0.36
C 21.494 9.804 24.549 -0.93
C 22.432 10.047 25.738 -0.94
C 22.299 11.492 26.153 -0.34
C 22.936 12.425 25.154 -0.65
N 23.084 13.856 25.536 0.91
C 23.611 14.545 24.255 1.03
C 25.147 14.254 24.276 0.58
C 25.503 14.397 25.724 -0.09
C 24.164 14.159 26.479 -0.72
C 21.761 14.477 25.982 -0.92
C 20.535 14.429 25.027 0.45
C 19.540 15.550 25.375 -1.33
H 21.693 10.505 23.722 0.18
H 20.458 9.860 24.876 0.31
H 21.620 8.796 24.177 0.51
H 23.394 9.686 25.422 0.44
H 22.175 9.379 26.534 0.41
H 22.807 11.684 27.131 0.30
H 21.200 11.640 26.238 0.20
H 22.389 12.427 24.234 -0.22
H 23.917 12.147 24.834 0.66
H 23.422 15.612 24.420 -0.30
H 23.045 14.199 23.405 -0.89
H 25.680 15.075 23.754 -0.77
H 25.408 13.358 23.750 0.61
H 25.904 15.408 25.919 -0.25
H 26.179 13.706 26.179 0.53
H 23.832 15.125 26.928 0.37
H 24.274 13.467 27.317 0.26
H 22.057 15.543 26.143 0.52
H 21.666 14.018 26.986 0.47
H 19.926 13.539 25.186 0.31
H 20.744 14.478 23.979 -0.20
H 18.894 15.705 24.501 0.39
H 20.021 16.539 25.587 -0.07
H 19.037 15.302 26.308 0.50
C 17.248 15.534 18.778 -1.39
C 18.067 14.630 19.745 0.43
C 17.515 13.233 19.689 -0.26
C 18.293 12.196 20.451 0.14
N 17.794 10.819 20.183 0.54
C 16.314 10.645 20.432 -0.85
C 16.196 10.827 21.951 -0.81
C 17.511 10.237 22.499 -0.28
C 18.393 9.903 21.219 -0.48
C 17.999 10.340 18.718 -1.15
C 19.430 10.084 18.287 0.40
C 19.369 9.535 16.845 -1.42
H 16.376 15.794 19.329 0.77
H 17.018 15.028 17.812 0.29
H 17.768 16.478 18.624 -0.02
H 18.077 15.098 20.757 0.36
H 19.085 14.625 19.391 -0.50
H 17.595 12.994 18.599 0.09
H 16.469 13.304 20.021 0.18
H 18.363 12.409 21.531 0.56
H 19.306 12.148 20.087 -0.79
H 16.004 9.637 20.139 0.56
H 15.716 11.354 19.930 0.51
H 15.341 10.342 22.452 0.44
H 15.995 11.862 22.136 0.33
H 17.372 9.275 23.122 0.45
H 17.935 10.959 23.184 0.05
H 18.358 8.859 20.835 0.48
H 19.378 10.270 21.483 0.18
H 17.591 11.115 18.073 0.42
H 17.401 9.415 18.709 0.55
H 19.911 9.342 18.961 0.33
H 20.019 11.001 18.455 -0.16
H 18.668 8.716 16.801 0.38
H 20.338 9.128 16.668 0.42
H 19.087 10.297 16.128 0.35
B 19.282 19.486 19.227 -0.53
F 18.126 19.245 18.464 -0.06
F 20.401 19.902 18.500 0.13
F 19.049 20.499 20.217 -0.36
F 19.593 18.311 19.952 -0.26
C 27.056 21.391 19.964 -1.16
C 25.624 21.646 20.405 0.27
O 25.321 21.512 21.652 -0.18
O 24.824 21.742 19.423 -0.68
H 27.673 21.847 20.749 0.31
H 27.456 21.951 19.128 0.37
H 27.363 20.309 19.878 0.03
C 22.868 13.489 19.737 0.33
F 23.575 14.557 20.219 -0.18
F 21.831 13.977 19.049 -0.27
F 23.682 12.950 18.883 -0.26
S 22.273 12.455 21.116 0.58
O 23.523 11.909 21.610 -0.69
O 21.650 13.474 21.959 -0.40
O 21.366 11.508 20.411 -0.46
C 27.989 16.801 21.896 0.63
F 26.797 16.267 21.600 -0.25
F 28.891 16.276 21.006 -0.28
F 27.860 18.067 21.564 -0.20
S 28.347 16.359 23.629 1.03
O 27.092 16.732 24.331 -0.53
O 28.548 14.936 23.535 -0.70
O 29.436 17.284 23.992 -0.65
```